Below is a structure of composition C32H22Cl2F5N8NaO3S, with properties calculated with wB97M-V/def2-TZVPD.

XYZ file:
```
74
Properties=species:S:1:pos:R:3:forces:R:3
Cl -0.0346 2.9628 -7.5069 -0.006 -0.005 -0.004
Cl 1.9780 4.8798 -5.9079 0.002 -0.006 0.006
S -3.4498 -0.7005 6.3621 0.010 -0.016 -0.049
Na -0.2980 0.3802 -0.7132 -0.503 0.300 -0.102
F 4.1167 0.1612 5.2340 0.014 0.004 -0.014
F 4.8933 0.9392 2.7437 0.001 -0.003 0.001
F 3.6570 -0.0506 0.5635 0.011 -0.001 -0.035
F 2.1204 -1.6787 5.5218 0.033 0.022 -0.022
F 0.9329 -2.7475 3.3962 -0.045 -0.014 -0.025
O -0.2804 -1.9240 -1.2189 0.084 0.070 0.091
O 1.8940 4.2448 -1.1320 -0.022 0.016 0.008
O -1.1662 -0.8556 -4.4803 0.008 -0.043 -0.017
N 0.9603 -2.1246 -3.0877 -0.067 -0.084 -0.070
N -1.2140 -1.8775 5.6273 0.004 0.094 0.015
N -1.9631 -0.0100 1.1891 -0.130 -0.123 -0.091
N 0.4966 2.4258 -1.5890 0.126 -0.138 -0.099
N -1.3750 0.9337 -3.0001 0.175 -0.047 0.159
N 0.5162 1.8822 1.1515 0.257 -0.055 -0.123
N -3.2793 -0.4849 -1.6332 0.010 0.033 -0.004
N 1.8572 -2.6757 -0.9981 0.071 0.206 -0.014
C 2.3049 3.2402 2.7894 -0.017 -0.022 0.028
C 1.1330 3.5614 -3.7016 0.072 0.044 0.012
C -2.7760 -0.9895 -2.7558 0.021 -0.014 -0.035
C 0.8012 -2.2235 -1.7505 0.011 0.063 0.055
C 0.6305 1.5946 2.4473 -0.061 -0.022 0.038
C 1.2985 2.8415 0.6482 -0.032 0.019 0.006
C 2.2119 -1.4179 1.8567 0.057 -0.218 0.020
C 1.2349 3.2248 -0.8371 0.029 0.087 0.042
C -4.2112 -1.1805 -0.9942 -0.036 -0.020 0.019
C 2.1905 -2.3563 -3.7973 0.023 0.031 0.037
C -4.1992 -2.9114 -2.6200 -0.004 0.004 0.003
C -2.5361 0.8038 2.0722 0.125 -0.019 0.075
C 2.5088 -1.2905 4.2750 -0.063 -0.029 0.083
C -2.3053 -0.7862 3.8333 0.007 -0.039 -0.013
C 3.2313 -0.5013 1.7822 -0.004 0.021 0.037
C 1.4907 2.2453 3.3123 0.021 0.035 0.010
C 0.1479 2.8527 -5.7696 0.045 0.044 0.015
C -0.5959 1.9166 -5.0742 -0.030 -0.029 -0.019
C -4.7110 -2.3953 -1.4371 0.001 -0.002 -0.001
C 3.5217 -0.3614 4.1417 -0.039 -0.030 -0.025
C -2.7353 0.4636 3.4016 -0.005 0.025 0.039
C 1.9109 -1.7951 3.1329 0.067 0.187 0.065
C 3.9012 0.0344 2.8712 -0.015 -0.002 -0.029
C 2.2071 3.5395 1.4460 -0.006 0.013 -0.017
C -3.2185 -2.2026 -3.2856 0.002 -0.030 0.003
C -1.8009 -1.6704 2.8900 0.018 0.027 0.036
C 0.3960 2.6225 -2.9666 -0.109 -0.055 0.023
C -1.6736 -0.2388 -3.4964 -0.050 0.015 0.009
C -0.5106 1.7844 -3.6889 0.020 0.018 0.010
C 1.0137 3.6759 -5.0769 -0.022 -0.018 -0.046
C -2.2807 -1.1523 5.2767 -0.007 0.006 0.039
C -1.6456 -1.2402 1.5811 0.009 -0.003 0.036
H -2.7856 1.7940 1.7083 -0.029 0.006 0.005
H 2.4651 -3.4167 -3.8227 0.010 0.005 0.009
H 2.0549 -2.0094 -4.8199 0.014 -0.016 -0.004
H 1.8482 -2.3239 -0.0246 -0.087 -0.165 -0.082
H 1.5355 1.9588 4.3551 -0.003 -0.006 0.001
H -4.5562 -3.8587 -3.0089 0.004 0.000 -0.001
H 1.8107 4.2097 -3.1722 -0.006 0.002 -0.003
H 2.8098 4.2981 0.9695 -0.005 0.001 -0.004
H -1.0963 -2.1041 6.6003 -0.003 -0.016 -0.008
H -3.1581 1.1659 4.1070 0.003 0.004 -0.009
H 0.0071 0.7883 2.8175 -0.008 -0.024 -0.011
H 2.7674 -2.5775 -1.4219 -0.012 -0.040 0.005
H -5.4701 -2.9178 -0.8684 0.000 0.005 0.001
H 3.0273 -1.7926 -3.3701 -0.011 0.013 -0.029
H -2.7635 -2.5558 -4.1992 0.016 0.009 -0.002
H -4.5760 -0.7449 -0.0676 -0.007 0.001 0.010
H -1.4943 -2.6666 3.1691 0.034 -0.037 -0.042
H 0.1649 -1.7385 -3.6133 0.047 0.007 0.054
H -0.4312 -2.0139 4.9999 -0.023 -0.044 -0.024
H 3.0143 3.7616 3.4218 -0.001 0.001 -0.002
H -1.2075 -1.8873 0.8287 0.005 -0.006 -0.026
H -1.2634 1.2635 -5.6160 0.002 0.003 -0.008
```
Positions in Å, forces in eV/Å.

Calculated total energy: -3876.81605 Ha
Spin multiplicity: 1
E_LUMO: 0.1337 hartree
Kohn-Sham gap: 5.5 eV
Charge: -2
Energy relative to the best compared isomer or geometry (same formula, charge and spin): 0.00 kcal/mol
HOMO level: -1.87 eV

Here are the Löwdin charges for atoms 1 to 8, given in e:
1. Cl 0.58
2. Cl 0.58
3. S 0.58
4. Na 0.33
5. F 0.08
6. F 0.08
7. F 0.03
8. F 0.05